# C24H50Be2BrFIKN6O9P2

A molecular structure, C24H50Be2BrFIKN6O9P2 (wB97M-V/def2-TZVPD, the Open Molecules 2025 dataset).

Positions of all 97 atoms, in Å:
C  -0.031  -2.545  5.051
C  -1.104  -2.387  3.811
C  -0.484  -1.271  2.784
I  -2.122  0.214  2.473
C  0.081  -1.902  1.356
O  0.093  -0.900  0.310
C  -0.806  -1.133  -0.813
N  -2.176  -1.675  -0.484
C  -1.084  0.394  -1.447
C  -2.160  0.726  -2.637
C  -2.435  2.276  -3.205
C  -1.618  3.600  -2.598
C  -0.531  3.272  -1.406
C  -0.268  1.721  -0.835
C  -0.111  -1.978  -2.079
N  -1.149  -2.700  -2.939
N  0.842  -3.071  -1.599
C  1.028  -4.040  -2.552
O  1.049  -4.821  -3.666
N  0.622  -0.953  -2.912
P  0.562  -1.285  -4.659
N  1.235  0.019  -5.410
C  2.010  -0.646  -2.406
C  3.236  -1.356  -3.228
F  2.201  0.840  -2.606
P  1.919  -2.534  1.508
C  2.872  -1.653  2.892
C  3.431  -0.218  2.241
C  2.002  -4.434  1.600
C  1.354  -5.107  2.945
H  -0.468  -3.178  5.957
H  0.221  -1.475  5.518
H  1.000  -3.010  4.750
H  -1.434  -3.395  3.317
H  -2.090  -1.922  4.298
H  0.325  -0.667  3.386
H  -0.536  -2.874  1.166
H  -2.859  -1.588  -1.266
H  -2.154  -2.720  -0.283
H  -2.825  -0.104  -3.124
H  -3.244  2.507  -4.047
H  -1.848  4.689  -3.000
H  0.062  4.191  -0.931
H  0.542  1.649  0.020
H  -1.678  -3.417  -2.396
H  -1.871  -2.049  -3.313
H  1.328  -2.453  -5.043
H  -0.798  -1.366  -5.202
H  2.073  -0.279  -5.968
H  2.177  -0.823  -1.258
H  3.013  -2.423  -3.648
H  3.493  -0.630  -4.140
H  4.180  -1.348  -2.515
H  3.852  -2.275  3.135
H  2.287  -1.472  3.890
H  3.823  -0.475  1.149
H  2.485  0.488  2.065
H  4.263  0.285  2.892
H  3.136  -4.756  1.545
H  1.473  -4.937  0.664
H  0.281  -4.736  3.226
H  2.116  -5.050  3.852
H  1.245  -6.273  2.713
C  1.824  7.195  0.042
C  0.305  6.956  0.025
C  -0.393  8.062  0.833
O  0.069  5.803  0.627
H  2.239  7.192  1.059
H  2.357  6.433  -0.540
H  2.061  8.169  -0.403
H  -0.010  7.102  -1.018
H  -0.061  8.092  1.879
H  -1.483  7.935  0.830
H  -0.179  9.045  0.396
Be  -1.373  -4.777  2.464
Br  -4.319  2.257  -1.793
N  2.259  -5.728  6.704
H  2.244  -5.965  7.703
H  2.559  -6.547  6.162
H  1.319  -5.446  6.405
H  2.915  -4.955  6.546
O  -3.203  -5.867  4.003
H  -3.833  -5.896  4.700
K  -1.843  9.275  2.027
O  1.594  5.101  -3.428
H  1.925  4.317  -2.963
H  0.685  4.865  -3.666
C  -1.001  3.242  -6.065
O  -2.070  3.724  -5.449
H  -0.208  3.959  -6.337
H  -0.411  2.478  -5.530
H  -1.160  2.736  -7.032
C  -7.708  1.640  -0.035
O  -7.378  2.741  0.377
O  -8.658  1.418  -0.794
O  -7.141  0.576  0.243
Be  -1.948  0.302  5.126

Computed properties:
DFT total energy	-169591.756	eV

# C46H61AlFP3Si

A molecular structure, C46H61AlFP3Si (wB97M-V/def2-TZVPD, the Open Molecules 2025 dataset).

Positions of all 113 atoms, in Å:
Al  0.748  0.859  -0.164
C  3.435  3.098  3.831
C  2.578  1.831  3.742
C  2.344  1.128  5.071
P  1.206  2.189  2.598
C  0.179  3.697  3.111
C  -0.138  3.870  4.623
C  0.791  4.990  2.597
C  -0.062  0.816  2.628
C  -0.886  0.439  3.749
C  -1.852  -0.513  3.630
C  -2.117  -1.091  2.418
C  -1.339  -0.769  1.306
C  -0.252  0.121  1.388
Si  -0.709  0.082  -2.061
C  -1.327  1.232  -3.501
C  -0.703  1.758  -4.648
C  -1.251  2.898  -5.285
C  -2.502  3.381  -4.902
C  -3.157  2.866  -3.846
C  -2.534  1.842  -3.106
P  -2.954  1.050  -1.575
C  -3.455  2.369  -0.340
C  -3.304  2.078  1.160
C  -2.585  3.659  -0.609
C  -4.549  -0.024  -1.722
C  -4.890  -0.434  -0.312
C  -5.763  0.542  -2.391
C  -1.170  -1.660  -2.716
C  -2.198  -1.784  -3.738
C  -2.639  -3.049  -4.200
C  -2.136  -4.197  -3.572
C  -1.119  -4.063  -2.616
C  -0.631  -2.832  -2.205
P  0.767  -2.763  -0.962
C  0.531  -4.294  0.216
C  -0.694  -4.009  0.991
C  1.714  -4.511  1.117
C  2.213  -3.348  -1.907
C  2.176  -4.852  -2.358
C  2.532  -2.412  -3.102
H  4.326  2.864  4.437
H  2.977  3.944  4.390
H  3.700  3.415  2.830
H  3.099  1.155  3.090
H  2.024  1.761  5.813
H  3.270  0.642  5.458
H  1.691  0.348  4.866
H  -0.720  3.467  2.579
H  0.699  3.634  5.213
H  -1.007  3.231  4.984
H  -0.382  4.923  4.892
H  1.725  5.112  3.169
H  0.182  5.863  2.904
H  1.109  5.015  1.531
H  -0.661  0.905  4.701
H  -2.505  -0.799  4.477
H  -2.990  -1.745  2.362
H  -1.637  -1.179  0.330
H  0.242  1.348  -4.942
H  -0.696  3.352  -6.060
H  -2.894  4.284  -5.365
H  -4.045  3.337  -3.537
H  -4.468  2.573  -0.461
H  -2.252  2.002  1.494
H  -3.824  1.156  1.451
H  -3.934  2.764  1.693
H  -1.560  3.463  -0.454
H  -2.806  4.509  0.051
H  -2.608  4.005  -1.619
H  -4.159  -0.936  -2.281
H  -5.226  0.385  0.286
H  -4.024  -0.919  0.192
H  -5.730  -1.143  -0.248
H  -6.188  1.302  -1.809
H  -6.517  -0.217  -2.377
H  -5.523  0.892  -3.374
H  -2.542  -0.857  -4.266
H  -3.413  -3.072  -5.066
H  -2.503  -5.192  -3.839
H  -0.647  -4.943  -2.201
H  0.337  -5.210  -0.421
H  -0.510  -3.259  1.734
H  -1.032  -4.830  1.629
H  -1.527  -3.704  0.372
H  1.902  -3.732  1.816
H  2.669  -4.564  0.505
H  1.584  -5.489  1.628
H  3.090  -3.214  -1.231
H  1.533  -5.204  -3.115
H  2.066  -5.470  -1.470
H  3.161  -5.133  -2.715
H  1.715  -2.345  -3.846
H  3.330  -2.826  -3.665
H  2.607  -1.360  -2.754
F  0.242  2.489  -0.462
C  5.163  -2.112  1.765
C  3.798  -2.037  2.035
C  2.985  -1.202  1.249
C  3.509  -0.441  0.186
C  2.641  0.485  -0.559
C  3.325  1.356  -1.354
C  4.728  1.329  -1.553
C  5.507  0.450  -0.822
C  4.940  -0.410  0.112
C  5.744  -1.195  0.909
H  5.796  -2.754  2.401
H  3.430  -2.666  2.856
H  1.894  -1.159  1.463
H  2.841  2.137  -1.929
H  5.228  1.946  -2.235
H  6.575  0.533  -0.874
H  6.845  -1.248  0.714

Computed properties:
DFT total energy	-93751.432	eV

# C3H6N2

A single C3H6N2 molecule (wB97M-V/def2-TZVPD, the Open Molecules 2025 dataset).

Positions of all 11 atoms, in Å:
C  -1.140  -0.778  0.162
C  0.056  0.046  -0.420
N  0.221  1.501  -0.086
C  1.333  -0.502  0.050
N  2.364  -0.711  0.532
H  -1.063  -1.839  -0.137
H  -1.154  -0.780  1.254
H  -2.116  -0.442  -0.206
H  -0.029  -0.065  -1.513
H  1.067  1.867  -0.542
H  0.426  1.645  0.907

Computed properties:
structure (SMILES)	C[C@@H](N)C#N
DFT total energy	-6187.770	eV
energy above the lowest of the compared OMol25 structures with the same formula, charge and spin	74.8	kJ/mol

# C28H27IrN2SSi

A molecular structure, C28H27IrN2SSi (wB97M-V/def2-TZVPD, the Open Molecules 2025 dataset).

Positions of all 60 atoms, in Å:
Ir  0.466  -0.022  -0.214
S  -2.997  -2.721  -1.095
C  -2.441  -2.133  -2.637
C  -2.935  -2.417  -3.907
C  -2.306  -1.840  -4.993
C  -1.203  -0.996  -4.822
C  -0.714  -0.710  -3.564
C  -1.345  -1.286  -2.466
N  -0.989  -1.118  -1.132
C  -1.751  -1.814  -0.318
C  -1.429  -1.728  1.085
C  -2.140  -2.353  2.111
C  -1.731  -2.194  3.415
C  -0.604  -1.410  3.681
C  0.105  -0.789  2.673
C  -0.293  -0.920  1.328
H  -3.784  -3.074  -4.040
H  -2.671  -2.046  -5.990
H  -0.728  -0.558  -5.690
H  0.132  -0.051  -3.419
H  -3.013  -2.955  1.881
H  -2.270  -2.671  4.222
H  -0.275  -1.291  4.707
H  0.971  -0.193  2.927
C  2.939  2.734  2.033
C  4.102  1.998  2.227
C  4.187  0.721  1.711
C  3.112  0.180  1.009
N  1.991  0.917  0.818
C  1.914  2.156  1.316
C  3.065  -1.172  0.431
C  4.149  -2.047  0.456
C  4.035  -3.298  -0.124
C  2.835  -3.663  -0.728
C  1.758  -2.790  -0.748
C  1.840  -1.520  -0.169
H  2.825  3.737  2.417
H  4.933  2.419  2.778
H  5.079  0.130  1.854
H  0.993  2.680  1.116
H  5.087  -1.765  0.920
H  4.871  -3.985  -0.105
H  2.742  -4.643  -1.182
H  0.834  -3.109  -1.220
C  -0.896  4.443  0.611
Si  -1.674  2.807  0.061
C  -3.178  3.260  -0.974
C  -2.297  1.908  1.586
C  -0.516  1.762  -0.950
H  -1.675  5.189  0.788
H  -0.238  4.832  -0.170
H  -0.315  4.375  1.534
H  -3.849  3.933  -0.435
H  -3.749  2.370  -1.251
H  -2.871  3.756  -1.898
H  -3.079  2.480  2.092
H  -1.499  1.715  2.308
H  -2.714  0.936  1.307
H  0.307  2.391  -1.333
H  -1.102  1.454  -1.825

Computed properties:
DFT total energy	-54008.420	eV
energy above the lowest of the compared OMol25 structures with the same formula, charge and spin	0.0	kJ/mol

# C3HNS

A single C3HNS molecule (wB97M-V/def2-TZVPD, the Open Molecules 2025 dataset).

Positions of all 6 atoms, in Å:
C  0.278  -0.018  0.438
C  1.199  -0.787  0.978
C  0.608  1.040  2.517
N  0.135  0.891  1.448
S  2.287  -1.666  1.646
H  -0.257  -0.031  -0.486

Computed properties:
DFT total energy	-15448.453	eV
energy above the lowest of the compared OMol25 structures with the same formula, charge and spin	206.1	kJ/mol

The records above yield maximum force values of 11.1 3.2 1.3 0.6 2.9 eV/A, respectively.